A structure of composition C41H29BrF4NOP2SY in a non-equilibrium geometry, computed with ωB97M-V with the def2-TZVPD basis set.

Element x y z (Å)
1 Y 0.9114 -0.7661 -0.9180
2 F 1.7879 5.4232 -5.2191
3 C 1.2470 4.4265 -4.5504
4 C -0.1429 4.3007 -4.4720
5 F -0.9342 5.1759 -5.0614
6 C -0.6844 3.2342 -3.7605
7 F -2.0046 3.0980 -3.6790
8 C 0.1090 2.2844 -3.1170
9 P -0.7399 0.9506 -2.1777
10 C -1.6316 1.9807 -0.9679
11 C -2.9715 2.3405 -1.0533
12 C -3.5031 3.1725 -0.0836
13 C -2.7098 3.6457 0.9494
14 C -1.3726 3.2888 1.0325
15 C -0.8332 2.4498 0.0782
16 C -1.9072 0.2092 -3.3417
17 C -3.0348 -0.4221 -2.8164
18 C -3.9129 -1.0645 -3.6676
19 C -3.6513 -1.1132 -5.0282
20 C -2.5049 -0.5278 -5.5428
21 C -1.6213 0.1263 -4.7033
22 C 1.4920 2.4444 -3.1859
23 Br 2.7204 1.2515 -2.3172
24 C 2.0573 3.4920 -3.9031
25 F 3.3749 3.5979 -3.9624
26 H -3.5824 2.0045 -1.8776
27 H -4.5372 3.4706 -0.1473
28 H -3.1297 4.3104 1.6858
29 H -0.7549 3.6626 1.8333
30 H 0.2240 2.1786 0.1145
31 H -3.2179 -0.3982 -1.7497
32 H -4.8019 -1.5286 -3.2710
33 H -4.3376 -1.6197 -5.6872
34 H -2.2993 -0.5819 -6.6006
35 H -0.7195 0.5726 -5.1044
36 O 2.2757 -2.1518 -0.5419
37 N 2.0016 -3.4390 -0.3171
38 C 2.9120 -4.1756 0.3393
39 C 2.7254 -5.5167 0.5382
40 C 1.5731 -6.1256 0.0313
41 C 0.6383 -5.3542 -0.6136
42 C 0.8417 -3.9789 -0.7652
43 S -0.3427 -2.9680 -1.4890
44 H 3.7866 -3.6315 0.6631
45 H 3.4726 -6.0836 1.0670
46 H 1.4187 -7.1863 0.1499
47 H -0.2699 -5.7688 -1.0169
48 C 2.1989 -3.8803 4.3678
49 C 3.1025 -2.9065 3.9751
50 C 2.6878 -1.8461 3.1908
51 C 1.3516 -1.7618 2.8068
52 C 0.4426 -2.7481 3.1897
53 C 0.8694 -3.7964 3.9814
54 P 0.7785 -0.4450 1.7013
55 C -0.9299 -0.1049 2.2139
56 C -1.9120 -0.3587 1.2520
57 C -3.2452 -0.1441 1.5420
58 C -3.6059 0.3166 2.7978
59 C -2.6394 0.5268 3.7690
60 C -1.3006 0.3102 3.4893
61 C 1.9004 0.9601 1.9823
62 C 3.0944 0.9101 1.2534
63 C 4.0392 1.9078 1.4052
64 C 3.7808 2.9765 2.2522
65 C 2.5870 3.0391 2.9521
66 C 1.6431 2.0320 2.8260
67 H 2.5273 -4.7010 4.9849
68 H 4.1332 -2.9681 4.2877
69 H 3.3921 -1.0804 2.8989
70 H -0.5937 -2.6775 2.8864
71 H 0.1655 -4.5462 4.3040
72 H -1.6170 -0.7723 0.2787
73 H -4.0035 -0.3477 0.8024
74 H -4.6464 0.4779 3.0277
75 H -2.9389 0.8509 4.7540
76 H -0.5574 0.4477 4.2607
77 H 3.2900 0.0662 0.5858
78 H 4.9738 1.8572 0.8674
79 H 4.5126 3.7617 2.3631
80 H 2.3892 3.8740 3.6052
81 H 0.7134 2.0805 3.3717

multiplicity: 1
highest occupied orbital energy: -13.962 eV
F_max: 0.0459 hartree/bohr
gap between HOMO and LUMO: 8.10 eV
E: -157880.8807 eV
energy relative to the best compared isomer or geometry (same formula, charge and spin): 0.0 kJ/mol
LUMO energy: -5.9 eV
total charge: +2